No. 1
The following is a quantum chemistry calculation of a molecular structure, C68H142F6N14O18S2Zn, from OMol25.

2S+1 ... 5
Expectation value of S² ... 6.016
Orbital gap (spin up / spin down) ... 7.3 / 8.2 eV

Last column: Mulliken spin population.
Atoms and positions in Å:
Zn: -2.584 0.096 -1.601  0.000
C: -6.273 -1.345 -2.581  0.000
C: -4.995 -0.666 -3.222  0.000
C: -5.377 0.081 -4.472  0.000
O: -4.266 0.152 -2.349  0.000
H: -6.103 -2.405 -2.264  0.000
H: -7.194 -1.257 -3.153  0.000
H: -6.468 -0.756 -1.731  0.000
H: -4.386 -1.531 -3.488  0.000
H: -4.563 0.692 -4.928  0.000
H: -6.247 0.741 -4.277  0.000
H: -5.781 -0.544 -5.271  0.000
C: -0.784 -3.174 1.038  0.000
F: -1.735 -3.804 1.622  0.000
F: 0.339 -3.572 1.486  0.000
F: -0.863 -3.550 -0.264  0.000
S: -0.965 -1.400 1.120  0.000
O: -2.028 -1.140 0.169  -0.001
O: -1.253 -1.256 2.503  0.000
N: 0.354 -0.878 0.560  0.001
S: 1.222 0.321 1.211  0.002
O: 0.658 0.891 2.378  0.000
O: 2.654 0.075 1.166  -0.001
C: 1.075 1.780 0.062  -0.001
F: -0.147 2.360 0.027  0.000
F: 1.973 2.696 0.367  0.000
F: 1.248 1.332 -1.271  0.000
C: 0.825 8.414 2.034  0.054
C: 1.652 6.991 2.292  -0.004
C: 2.837 6.690 1.516  0.026
C: 4.001 7.702 1.720  -0.018
C: 4.350 7.612 3.248  0.047
C: 3.185 8.008 4.169  -0.031
N: 2.038 7.087 3.711  0.408
O: 1.059 7.097 4.618  0.539
C: 3.371 7.368 5.482  0.000
C: 3.121 9.642 4.039  0.019
C: 0.648 5.804 2.130  -0.003
H: 0.265 8.268 1.082  0.001
H: 1.275 9.429 1.914  -0.002
H: -0.010 8.220 2.699  -0.003
H: 3.294 5.642 1.621  -0.008
H: 2.432 6.816 0.437  0.004
H: 3.435 8.653 1.548  -0.002
H: 4.783 7.782 0.954  0.000
H: 5.193 8.173 3.668  0.000
H: 4.589 6.520 3.409  -0.007
H: 2.812 7.888 6.258  0.002
H: 3.006 6.313 5.524  -0.009
H: 4.464 7.423 5.736  0.002
H: 2.211 9.975 4.622  -0.001
H: 4.107 9.928 4.614  0.000
H: 3.069 10.072 2.951  0.000
H: 0.881 5.534 1.033  -0.012
H: -0.492 5.996 2.278  0.001
H: 1.145 4.977 2.631  0.001
C: -2.507 7.746 -3.537  0.055
C: -1.114 7.891 -4.249  -0.024
C: -0.411 9.163 -3.674  0.010
C: -0.190 8.912 -2.090  -0.006
C: 0.247 7.495 -1.684  0.011
C: 0.531 6.458 -2.825  -0.001
N: -0.379 6.746 -3.951  0.414
O: -1.156 5.713 -4.346  0.484
C: 1.961 6.696 -3.268  0.026
C: 0.306 5.083 -2.193  -0.001
C: -1.565 7.933 -5.849  0.045
H: -3.409 7.689 -4.180  -0.001
H: -2.824 8.491 -2.780  0.001
H: -2.559 6.820 -2.996  -0.005
H: 0.605 9.334 -4.102  -0.002
H: -1.125 9.960 -4.114  0.000
H: -1.007 9.282 -1.594  0.000
H: 0.731 9.475 -1.859  0.000
H: -0.529 7.383 -0.970  -0.001
H: 1.018 7.561 -0.902  0.002
H: 2.439 7.097 -2.256  -0.003
H: 2.621 5.984 -3.852  0.003
H: 2.134 7.678 -3.637  -0.004
H: 0.879 4.904 -1.314  -0.005
H: -0.682 5.051 -1.840  0.002
H: 0.364 4.336 -3.002  0.000
H: -0.870 7.230 -6.201  0.000
H: -1.102 8.812 -6.201  -0.003
H: -2.540 7.709 -6.318  -0.001
C: 2.390 -4.673 -5.785  0.009
C: 2.608 -4.320 -4.405  0.001
C: 3.907 -5.007 -3.800  0.001
C: 4.636 -4.312 -2.538  -0.008
C: 4.927 -2.901 -3.174  -0.019
C: 3.725 -1.951 -3.279  -0.015
N: 2.859 -2.657 -4.405  0.515
O: 1.753 -2.146 -4.552  0.438
C: 2.802 -1.813 -2.032  0.076
C: 4.226 -0.740 -3.729  0.028
C: 1.304 -4.519 -3.504  0.074
H: 3.325 -4.703 -6.357  -0.002
H: 1.711 -3.972 -6.265  -0.004
H: 1.973 -5.684 -5.924  0.000
H: 3.436 -6.010 -3.400  0.000
H: 4.643 -5.440 -4.494  0.002
H: 5.468 -4.959 -2.199  0.000
H: 3.978 -4.419 -1.673  0.000
H: 5.687 -3.110 -3.944  -0.011
H: 5.728 -2.573 -2.453  -0.001
H: 3.613 -1.381 -1.482  0.001
H: 2.194 -1.002 -2.304  -0.014
H: 2.253 -2.662 -1.637  -0.025
H: 4.665 -0.247 -2.894  0.001
H: 4.833 -0.752 -4.629  -0.001
H: 3.248 -0.210 -4.027  -0.007
H: 1.404 -4.511 -2.412  -0.013
H: 1.011 -5.464 -3.822  -0.001
H: 0.497 -3.859 -3.842  -0.037
C: -4.773 -10.593 -3.569  0.031
C: -3.261 -11.050 -3.626  -0.039
C: -2.330 -9.710 -3.847  0.011
C: -1.758 -9.192 -2.529  -0.010
C: -1.187 -10.309 -1.624  0.037
C: -2.141 -11.471 -1.267  -0.064
N: -2.975 -11.964 -2.420  0.481
O: -3.621 -12.949 -2.372  0.489
C: -1.374 -12.851 -0.814  0.023
C: -3.212 -11.007 -0.075  0.043
C: -2.995 -11.834 -4.932  0.027
H: -5.188 -10.197 -4.485  0.002
H: -4.749 -9.933 -2.677  -0.006
H: -5.459 -11.465 -3.330  -0.002
H: -1.444 -10.027 -4.449  0.002
H: -2.945 -8.944 -4.294  0.000
H: -2.627 -8.879 -1.906  -0.003
H: -1.211 -8.266 -2.515  0.002
H: -0.785 -10.068 -0.645  0.002
H: -0.388 -10.787 -2.199  -0.006
H: -0.753 -13.093 -1.595  -0.010
H: -0.830 -12.418 0.055  0.000
H: -2.045 -13.664 -0.466  0.003
H: -3.786 -11.853 0.336  0.000
H: -2.821 -10.247 0.531  0.005
H: -3.949 -10.438 -0.591  -0.007
H: -3.507 -12.738 -5.078  0.003
H: -1.911 -11.956 -4.973  -0.009
H: -3.244 -11.071 -5.643  -0.001
C: 1.669 -7.363 1.827  0.000
O: 1.173 -6.559 2.575  0.000
N: 1.861 -7.275 0.470  0.000
C: 2.536 -8.408 -0.200  0.000
C: 1.924 -5.910 -0.107  0.000
H: 1.932 -8.382 2.145  0.000
H: 2.232 -9.298 0.369  0.000
H: 3.661 -8.375 -0.121  0.000
H: 2.265 -8.447 -1.253  0.000
H: 0.868 -5.586 -0.356  0.000
H: 2.301 -5.293 0.733  0.000
H: 2.579 -5.851 -0.958  -0.001
C: -2.912 2.405 -3.065  0.001
O: -1.908 1.653 -3.008  0.000
N: -3.085 3.133 -4.173  0.004
C: -4.162 4.122 -4.293  -0.001
C: -2.054 3.109 -5.222  0.009
H: -3.734 2.547 -2.375  -0.001
H: -4.402 4.293 -5.395  -0.001
H: -3.762 5.090 -3.952  0.000
H: -5.060 3.809 -3.811  0.000
H: -2.253 2.357 -5.897  0.001
H: -1.859 4.079 -5.651  -0.003
H: -1.218 2.689 -4.683  -0.003
C: 5.838 4.334 1.654  0.001
O: 6.379 5.287 2.118  0.000
N: 6.398 3.503 0.760  0.000
C: 5.912 2.151 0.517  0.000
C: 7.811 3.717 0.442  0.000
H: 4.832 4.003 1.919  -0.001
H: 5.941 1.962 -0.530  0.000
H: 4.837 2.060 0.771  0.000
H: 6.507 1.370 0.992  0.000
H: 8.096 3.083 -0.491  0.000
H: 7.962 4.764 0.213  0.000
H: 8.428 3.388 1.266  0.000
C: -2.861 1.524 1.086  0.000
O: -2.703 1.620 -0.134  -0.002
N: -3.827 0.878 1.657  0.000
C: -3.871 0.486 3.010  0.000
C: -4.774 0.088 0.858  0.000
H: -2.146 1.834 1.817  0.000
H: -4.885 0.530 3.426  0.000
H: -3.114 1.020 3.582  0.000
H: -3.613 -0.587 3.008  0.000
H: -4.628 -1.012 0.769  0.000
H: -5.782 0.215 1.254  0.000
H: -4.809 0.333 -0.177  0.000
C: 0.339 -1.733 6.646  0.000
O: 0.997 -1.786 5.604  0.000
N: -0.740 -0.966 6.862  0.000
C: -1.674 -1.106 8.034  0.000
C: -1.225 -0.196 5.721  0.000
H: 0.671 -2.283 7.569  0.000
H: -1.069 -1.615 8.779  0.000
H: -2.610 -1.610 7.788  0.000
H: -1.836 -0.148 8.388  0.000
H: -2.237 -0.523 5.473  0.000
H: -1.256 0.865 6.096  0.000
H: -0.496 -0.278 4.909  0.000
C: -0.720 -0.753 -3.671  -0.006
O: -1.201 -1.092 -2.558  0.005
N: -1.244 -1.176 -4.830  0.003
C: -0.719 -0.737 -6.121  0.005
C: -2.189 -2.276 -4.913  0.000
H: 0.172 -0.147 -3.571  0.009
H: -1.590 -0.494 -6.725  0.001
H: 0.024 -1.548 -6.496  -0.003
H: -0.095 0.156 -5.847  -0.002
H: -2.489 -2.511 -3.904  -0.001
H: -3.049 -1.951 -5.457  0.000
H: -1.692 -3.144 -5.378  0.000
C: -2.585 4.069 6.217  0.000
O: -2.099 2.940 6.544  0.000
N: -2.596 4.659 5.005  0.000
C: -1.913 3.960 3.943  -0.002
C: -2.976 6.079 4.869  0.000
H: -2.926 4.672 7.056  0.000
H: -2.085 4.495 2.994  0.001
H: -2.303 2.944 3.784  0.000
H: -0.853 3.954 4.203  0.000
H: -3.872 6.170 5.442  0.000
H: -2.138 6.662 5.270  0.001
H: -3.235 6.282 3.808  0.000
C: 2.723 2.722 4.440  -0.001
O: 3.559 3.616 4.234  -0.002
N: 2.083 2.643 5.644  0.001
C: 2.718 3.452 6.662  -0.001
C: 1.333 1.416 6.019  0.000
H: 2.279 2.099 3.756  0.001
H: 2.788 2.920 7.627  0.000
H: 2.287 4.448 6.870  0.001
H: 3.746 3.623 6.388  0.000
H: 1.351 0.686 5.284  0.000
H: 1.775 1.000 6.917  0.000
H: 0.286 1.709 6.343  0.000
C: -0.285 -5.037 7.712  0.000
O: -0.411 -4.116 8.482  0.000
N: -0.839 -5.201 6.492  0.000
C: -0.506 -6.382 5.688  0.000
C: -1.723 -4.216 5.938  0.000
H: 0.353 -5.867 8.051  0.000
H: 0.363 -6.264 5.001  0.000
H: -1.361 -6.700 5.062  0.000
H: -0.157 -7.207 6.308  0.000
H: -1.252 -3.854 5.010  0.000
H: -2.685 -4.675 5.566  0.000
H: -1.898 -3.361 6.565  0.000

***

No. 2
The following is a quantum chemistry calculation of a molecular structure, C29H28Cl2N2O5RuTe, from OMol25.

2S+1 ... 2
Expectation value of S² ... 0.756
Orbital gap (spin up / spin down) ... 7.0 / 7.0 eV
Charge ... -1
ΔE to the lowest compared entry with this formula, charge and spin ... 25.62 kJ/mol

Last column: Mulliken spin population.
Atoms and positions in Å:
Ru: -0.184 1.275 -1.527  0.863
C: -4.027 3.063 -1.900  0.003
C: -3.005 1.962 -1.757  -0.028
O: -1.823 2.291 -2.135  0.027
C: -3.406 0.723 -1.293  0.047
C: -2.609 -0.457 -1.391  0.001
C: -3.309 -1.787 -1.468  0.000
N: -1.320 -0.395 -1.521  0.010
N: -0.695 -1.546 -2.022  0.023
C: 0.344 -1.194 -2.706  -0.017
O: 0.773 0.035 -2.845  0.058
C: 1.146 -2.253 -3.379  0.003
C: 2.228 -1.891 -4.173  0.000
C: 2.990 -2.865 -4.804  0.002
C: 2.678 -4.206 -4.643  -0.002
C: 1.598 -4.571 -3.847  0.001
C: 0.835 -3.602 -3.219  -0.002
H: -3.522 3.990 -2.157  -0.001
H: -4.577 3.195 -0.967  -0.001
H: -4.748 2.819 -2.683  -0.001
H: -4.456 0.596 -1.065  -0.001
H: -4.369 -1.661 -1.256  -0.001
H: -2.867 -2.493 -0.766  0.000
H: -3.195 -2.217 -2.464  -0.001
H: 2.459 -0.840 -4.288  0.003
H: 3.830 -2.573 -5.422  0.000
H: 3.274 -4.967 -5.132  0.000
H: 1.352 -5.618 -3.715  0.000
H: -0.006 -3.870 -2.594  0.000
C: 3.607 1.062 -1.293  -0.003
Te: 1.894 0.344 -0.241  -0.005
C: 2.473 1.792 1.202  0.002
C: 3.945 2.015 0.989  -0.002
C: 4.756 2.572 1.972  -0.001
C: 6.112 2.759 1.751  0.000
C: 6.670 2.386 0.537  0.000
C: 5.868 1.830 -0.449  0.001
C: 4.506 1.643 -0.237  0.001
H: 3.260 1.817 -2.000  0.001
H: 4.080 0.246 -1.837  0.000
H: 2.226 1.416 2.190  0.001
H: 1.892 2.695 1.001  0.001
H: 4.317 2.855 2.922  0.000
H: 6.734 3.189 2.527  0.000
H: 7.730 2.522 0.361  0.000
H: 6.301 1.536 -1.398  0.000
Cl: 1.065 3.241 -2.171  -0.001
C: -1.802 -0.777 5.803  0.000
C: -2.663 -1.007 4.595  0.000
C: -3.533 -2.079 4.512  0.000
C: -4.306 -2.270 3.377  0.000
Cl: -5.398 -3.634 3.307  0.000
C: -4.218 -1.406 2.308  0.000
C: -3.347 -0.325 2.371  0.002
C: -2.579 -0.122 3.511  0.003
O: -1.730 0.922 3.686  0.001
C: -1.557 1.812 2.602  0.002
C: -0.786 1.212 1.420  0.004
O: -0.045 0.249 1.622  -0.002
O: -0.954 1.857 0.343  0.020
H: -1.961 -1.561 6.543  0.000
H: -2.020 0.189 6.261  0.000
H: -0.747 -0.761 5.524  0.000
H: -3.610 -2.776 5.337  0.000
H: -4.817 -1.572 1.423  -0.001
H: -3.276 0.337 1.518  -0.008
H: -0.958 2.635 2.991  0.001
H: -2.514 2.213 2.258  -0.001

***

Number 1: DFT total energy -7971.2919 Ha. Number 2: DFT total energy -2891.0543 Ha.